A cluster of 2 separate species, C5H13N2O in total at a distorted geometry, computed with ωB97M-V with the def2-TZVPD basis set.

Energy above the lowest of the compared OMol25 structures with the same formula, charge and spin (kJ/mol): 94.1
DFT total energy (Eh): -383.02803
Net charge: -1
Largest force on an atom (eV/Å): 1.209

CARTESIAN COORDINATES (ANGSTROEM)
C -2.37 -1.99 -0.76
C -2.25 -1.05 0.21
N -1.66 0.16 0.12
C -1.79 1.08 1.21
H -2.07 -1.76 -1.77
H -2.89 -2.92 -0.56
H -2.73 -1.22 1.18
H -0.64 0.31 -0.48
H -1.05 1.87 1.09
H -2.77 1.58 1.22
H -1.63 0.61 2.19
C 2.93 1.06 0.28
N 2.76 -0.09 -0.62
C 1.34 -0.42 -0.78
O 0.52 0.67 -1.04
H 2.47 1.96 -0.12
H 4.00 1.22 0.44
H 2.44 0.79 1.22
H 3.09 0.19 -1.54
H 1.02 -0.94 0.14
H 1.27 -1.12 -1.63

Results of the Löwdin charge analysis, in e, for atoms 1 through 2:
1. C -0.079
2. C -0.326